[1]
The following is a DFT calculation (ωB97M-V/def2-TZVPD) of an isolated molecule of C4H5Cl2NO2S2.

Last column: natural (NBO) charge in e.
Geometry (Å):
C (-1.450, 0.918, -0.823)  -0.24
C (-0.644, -0.088, -0.100)  -0.64
S (0.863, -0.473, -1.029)  2.27
H (-1.163, -0.957, 0.216)  0.27
H (-2.088, 0.727, -1.722)  0.25
C (-0.507, 2.476, 0.766)  -0.36
H (2.536, -1.300, 0.241)  0.41
Cl (-1.835, 3.621, -1.237)  0.04
O (0.633, -1.385, -2.149)  -0.91
C (-1.251, 2.178, -0.473)  -0.01
N (1.537, -1.344, 0.207)  -1.09
O (1.663, 0.716, -1.116)  -0.91
H (1.418, -2.332, 0.180)  0.39
H (-1.253, 2.855, 1.418)  0.24
Cl (1.018, 3.343, 0.522)  0.03
S (-0.339, 0.708, 1.481)  0.27

Computed properties:
* highest occupied orbital energy: -9.4757 eV
* LUMO level: 0.36 eV
* frontier orbital gap: 0.3615 Ha
* energy above the lowest of the compared OMol25 structures with the same formula, charge and spin: 0.00 kJ/mol

[2]
The following is a DFT calculation (ωB97M-V/def2-TZVPD) of a structure of composition C44H38IrN4OS3.

Last column: Löwdin charge in e.
Geometry (Å):
C (3.282, -1.038, 1.937)  -0.08
H (-5.024, 4.418, 1.324)  0.12
C (-3.978, 4.294, 1.078)  -0.06
H (4.230, -2.443, 3.238)  0.12
C (-3.642, -1.495, -0.553)  -0.33
H (-5.053, -2.062, -3.554)  0.12
H (2.159, 3.646, 1.051)  0.11
C (3.077, 4.635, -0.634)  -0.04
N (0.987, 1.438, 1.269)  -0.41
C (2.717, 2.288, -0.515)  -0.36
H (0.123, -4.427, -0.903)  0.11
H (4.564, 2.010, 1.104)  0.11
H (-1.413, 5.896, -0.451)  0.11
H (1.313, 2.019, 4.161)  0.09
H (-3.640, -3.721, 0.856)  0.12
C (-0.470, 1.098, -4.659)  -0.04
H (-4.662, -0.919, 1.253)  0.12
H (-0.106, -2.156, -3.770)  0.13
C (-6.099, -1.496, -1.765)  -0.04
C (-1.062, -3.157, 3.693)  -0.04
H (-0.585, -0.747, -5.755)  0.12
C (4.474, 1.044, 1.576)  -0.06
C (3.403, -3.470, -2.732)  -0.04
C (-2.099, -2.457, 1.667)  -0.31
H (-7.069, -1.490, -2.244)  0.12
H (3.010, 5.617, -0.185)  0.12
C (3.130, -4.802, -2.437)  -0.04
C (4.297, -1.467, 2.777)  -0.05
C (-1.970, 2.997, 1.195)  -0.28
H (-0.362, 2.769, -3.315)  0.12
H (0.173, 2.572, 5.419)  0.10
N (0.968, -0.932, 0.186)  -0.35
H (0.378, 3.495, 3.901)  0.09
H (4.314, -3.202, -3.249)  0.12
C (3.251, 2.106, -1.780)  -0.08
C (-0.030, 0.913, -2.303)  -0.08
H (4.135, 3.087, -3.465)  0.12
C (2.505, -2.486, -2.359)  -0.07
C (0.351, 2.502, 4.347)  -0.03
C (1.343, -2.863, -1.699)  -0.33
C (-3.319, 3.140, 1.480)  -0.10
H (2.426, -1.662, 1.724)  0.09
C (-0.152, -1.077, -3.688)  -0.06
C (-2.805, -4.490, 2.685)  -0.04
H (-3.813, 6.188, 0.087)  0.12
C (3.631, 4.472, -1.898)  -0.04
C (-0.699, 1.643, 3.721)  -0.51
H (-3.866, 2.377, 2.022)  0.11
H (-6.884, -0.949, 0.158)  0.12
H (-2.822, -2.053, -2.450)  0.10
H (4.002, 5.335, -2.434)  0.12
C (-1.871, -4.286, 3.692)  -0.04
C (-5.997, -1.183, -0.414)  -0.04
C (5.479, 0.599, 2.422)  -0.04
C (-1.951, 5.124, 0.084)  -0.07
C (1.956, -5.160, -1.791)  -0.04
C (-4.759, -1.174, 0.204)  -0.06
C (-0.290, 1.694, -3.419)  -0.04
C (-1.285, 3.972, 0.479)  -0.11
S (2.009, 0.778, 0.308)  1.00
H (-0.536, -1.352, 2.636)  0.07
C (-2.923, -3.572, 1.653)  -0.05
N (-1.068, -2.218, -0.765)  -0.34
H (-3.439, -5.366, 2.697)  0.12
C (0.067, -0.459, -2.462)  -0.32
H (1.745, -6.199, -1.578)  0.12
H (-0.666, 1.713, -5.527)  0.12
C (-4.968, -1.812, -2.505)  -0.04
S (0.336, -1.543, -1.062)  0.84
C (5.392, -0.650, 3.020)  -0.04
H (3.314, 1.118, -2.220)  0.11
O (-1.458, 0.906, 4.284)  0.06
H (6.187, -0.992, 3.668)  0.12
C (-1.170, -2.231, 2.669)  -0.08
C (-3.721, -1.813, -1.899)  -0.05
N (-1.639, 0.038, 0.411)  -0.42
H (-0.238, 3.847, 0.230)  0.07
C (3.381, 0.219, 1.354)  -0.32
C (2.599, 3.538, 0.069)  -0.10
H (-0.345, -2.999, 4.487)  0.12
S (-2.047, -1.397, 0.229)  0.84
Ir (-0.920, 1.316, 1.751)  1.33
H (3.848, -5.563, -2.711)  0.12
C (-0.419, -0.285, -4.791)  -0.04
H (6.333, 1.236, 2.607)  0.12
H (0.053, 1.358, -1.322)  0.07
C (3.716, 3.214, -2.476)  -0.05
C (1.047, -4.183, -1.410)  -0.05
H (-1.770, -5.016, 4.484)  0.12
H (2.695, -1.442, -2.583)  0.11
C (-3.297, 5.286, 0.386)  -0.06

Computed properties:
* 2S+1: 2
* <S²>: 1.112
* highest occupied orbital energy (alpha / beta): -13.1215 / -13.4287 eV
* LUMO level (alpha / beta): -7.22 / -7.16 eV
* frontier orbital gap (alpha / beta): 0.2167 / 0.2305 Ha
* energy above the lowest of the compared OMol25 structures with the same formula, charge and spin: 468.34 kJ/mol
* net charge: +2

[3]
The following is a DFT calculation (ωB97M-V/def2-TZVPD) of a structure of composition C22H27Cl9F5NO4S.

Last column: natural (NBO) charge in e.
Geometry (Å):
C (-4.460, 4.445, -0.082)  -0.27
Cl (2.142, -2.211, -1.235)  -0.06
C (-3.785, 1.679, 0.235)  0.12
Cl (4.355, 1.635, 2.693)  -0.06
N (-3.449, 2.240, -0.981)  -0.40
H (-1.259, 1.125, 3.402)  0.23
H (6.264, -1.606, -0.992)  0.22
C (-3.467, 0.123, 0.396)  0.79
H (0.392, 0.809, 4.258)  0.22
H (7.449, 0.138, -2.214)  0.22
C (-1.175, -1.097, -0.700)  -0.10
C (2.141, -3.966, -1.551)  -0.38
C (-1.223, 2.773, -5.318)  -0.39
H (1.421, -5.797, -0.698)  0.22
H (-4.720, 1.845, 2.375)  0.24
C (-1.001, 1.286, -5.139)  -0.39
C (-0.209, -1.362, 1.614)  -0.44
H (-4.713, 5.522, -0.297)  0.24
H (-0.421, 3.356, -4.864)  0.23
H (7.336, 0.650, -0.526)  0.22
H (-0.777, -0.559, 4.103)  0.21
H (5.637, 4.955, 1.700)  0.22
F (-3.006, -4.263, 3.119)  -0.30
Cl (0.203, 1.418, 0.984)  -0.05
C (1.525, -4.749, -0.412)  -0.40
F (-5.748, -4.220, 2.811)  -0.32
H (-1.262, 3.017, -6.381)  0.22
Cl (4.722, -0.339, 0.233)  -0.05
S (-2.320, -3.024, 0.878)  1.97
O (-4.168, -0.629, -0.242)  -0.50
H (-0.118, 0.975, -5.701)  0.22
Cl (2.540, -4.711, 1.053)  -0.07
F (-3.873, -2.189, 3.008)  -0.30
H (3.169, -4.275, -1.742)  0.22
H (-0.395, -2.022, 2.529)  0.24
H (0.538, -4.368, -0.150)  0.26
C (-3.781, 3.578, -1.095)  0.04
H (0.565, -1.920, 1.004)  0.28
O (-1.203, -3.988, 1.083)  -0.91
H (6.264, 2.601, 1.739)  0.22
C (-1.606, -1.295, 0.802)  0.05
O (-2.458, -0.259, 1.296)  -0.53
C (5.203, 2.855, 1.712)  -0.39
H (5.242, 4.325, 3.303)  0.22
C (-4.916, -3.972, 1.708)  0.94
C (-0.751, -0.907, -1.836)  -0.17
C (-4.799, 3.798, 1.243)  -0.16
C (0.272, 0.042, 2.172)  -0.19
C (-3.551, -3.306, 2.245)  0.40
C (5.747, -0.665, -1.185)  -0.40
H (1.563, -4.123, -2.463)  0.22
C (-0.428, 0.387, 3.587)  -0.63
Cl (-0.709, 0.839, -3.433)  -0.01
Cl (3.320, 4.819, 2.026)  -0.06
F (-5.604, -3.108, 0.876)  -0.29
Cl (-2.766, 3.311, -4.609)  -0.06
C (6.757, 0.436, -1.425)  -0.38
H (1.375, -0.089, 2.434)  0.24
H (-3.543, 4.070, -2.091)  0.21
O (-2.926, -3.401, -0.420)  -0.86
H (-0.179, -1.039, -2.784)  0.28
H (4.857, 2.760, 0.682)  0.24
C (4.997, 4.257, 2.243)  -0.39
H (-1.853, 0.708, -5.497)  0.23
C (-4.446, 2.330, 1.403)  -0.27
F (-4.692, -5.190, 1.085)  -0.29
H (-5.318, 4.400, 2.035)  0.23
Cl (5.986, 1.952, -1.960)  -0.06
H (5.095, -0.807, -2.048)  0.23

Computed properties:
* highest occupied orbital energy: -9.4766 eV
* LUMO level: -0.02 eV
* frontier orbital gap: 0.3474 Ha
* energy above the lowest of the compared OMol25 structures with the same formula, charge and spin: 374.86 kJ/mol

[4]
The following is a DFT calculation (ωB97M-V/def2-TZVPD) of a structure of composition C6H5N5NiS4Sb.

Last column: natural (NBO) charge in e.
Geometry (Å):
N (-0.723, -1.769, -0.802)  -0.21
C (-0.792, -0.573, -0.407)  0.12
H (0.935, -0.186, -2.656)  0.22
S (0.272, 1.655, 2.529)  -0.30
C (-0.311, 0.620, -1.095)  0.08
Sb (2.504, -1.327, 0.994)  0.81
H (-2.610, -3.006, 1.557)  0.19
N (-2.174, -1.013, 1.420)  -0.60
H (-1.047, -3.636, -0.129)  0.42
Ni (-0.986, 0.348, 1.225)  0.77
N (-0.740, 1.700, -0.433)  -0.45
H (0.984, 3.924, -2.218)  0.20
C (0.608, 2.961, -1.899)  -0.02
N (-1.253, -2.668, 0.039)  -0.39
C (-0.247, 2.878, -0.818)  0.01
H (-0.549, 3.754, -0.261)  0.21
S (1.964, -3.420, 1.737)  -0.98
S (0.388, -0.301, 2.803)  -0.06
S (4.213, -0.317, 2.091)  -0.91
C (-2.037, -2.219, 1.070)  0.19
N (1.016, 1.885, -2.582)  -0.36
C (0.584, 0.711, -2.164)  0.04

Computed properties:
* highest occupied orbital energy (alpha / beta): -3.4552 / -3.4552 eV
* LUMO level (alpha / beta): 1.50 / 1.50 eV
* frontier orbital gap (alpha / beta): 0.1820 / 0.1820 Ha
* net charge: -1

[5]
The following is a DFT calculation (ωB97M-V/def2-TZVPD) of an isolated molecule of C5H5NO.

Last column: natural (NBO) charge in e.
Geometry (Å):
C (-0.310, -0.754, -1.515)  -0.14
O (-2.211, 0.198, -0.493)  -0.48
H (0.958, 1.357, 0.072)  0.20
N (-0.284, 0.848, 1.814)  -0.56
C (0.474, -1.111, -2.359)  -0.14
H (1.161, -1.429, -3.112)  0.24
C (-1.087, -0.238, -0.390)  0.50
H (1.798, 0.366, 1.366)  0.20
H (-0.179, -1.249, 1.326)  0.23
H (-0.897, 1.593, 1.490)  0.36
C (-0.282, -0.259, 0.882)  -0.18
C (0.859, 0.678, 0.918)  -0.24

Computed properties:
* highest occupied orbital energy: -9.9740 eV
* LUMO level: 0.04 eV
* frontier orbital gap: 0.3679 Ha
* energy above the lowest of the compared OMol25 structures with the same formula, charge and spin: 323.94 kJ/mol